A cluster of 3 separate species, C5H7NO in total at a distorted geometry. Source: the OMol25 dataset; level of theory: ωB97M-V with the def2-TZVPD basis set.

XYZ file:
```
14
Properties=species:S:1:pos:R:3:forces:R:3
C 1.448310 0.598316 -1.641116 0.307 -1.004 -3.199
C 1.357721 0.926312 -0.525148 0.128 2.070 3.902
C 1.265616 1.490162 0.834268 -1.297 -0.637 -1.076
H 1.567724 0.293862 -2.641121 -0.039 -0.197 -0.371
H 1.980584 2.212206 1.121109 0.580 1.534 -0.591
H 1.539471 0.765357 1.529353 0.010 -1.898 1.244
H 0.221346 1.768464 1.029466 0.650 0.266 0.099
C -2.296593 0.985795 -0.112367 2.160 3.738 4.579
N -1.884003 1.685179 0.736727 -1.411 -2.168 -2.742
H -2.772720 0.378765 -0.765048 -0.995 -1.587 -1.883
C -0.636210 -2.782216 0.076935 0.591 -0.350 2.020
O -0.093176 -1.961835 -0.602601 -0.711 -0.438 -0.904
H -0.332917 -2.733324 1.194435 -0.852 -0.579 -1.079
H -1.365157 -3.627042 -0.234893 0.878 1.250 0.000
```
Positions in Å, forces in eV/Å.

Calculated values
largest force on an atom	0.12239	hartree/bohr
HOMO energy	-0.352	Eh
total charge	0
electronic energy	-324.55713	Ha
structure (SMILES)	C#CC.C#N.C=O
ΔE to the lowest compared entry with this formula, charge and spin	4.553	eV
frontier orbital gap	10.285	eV

natural (NBO) population analysis, charges in e, atoms 1 to 6: -0.28, 0.03, -0.70, 0.23, 0.23, 0.23

A structure of composition C30H28BClF4O2S at a distorted geometry. Source: the OMol25 dataset; level of theory: ωB97M-V with the def2-TZVPD basis set.

XYZ file:
```
67
Properties=species:S:1:pos:R:3:forces:R:3
F -2.485895 3.638015 -2.398313 0.049 -1.166 -0.064
C -2.365640 2.291141 -2.669002 -0.229 0.169 -0.192
C -3.044529 1.783945 -3.777416 0.320 -0.162 0.149
C -2.855526 0.422592 -4.039058 -0.214 0.090 0.063
F -3.376129 -0.098298 -5.201584 0.177 0.364 1.227
C -2.122134 -0.401337 -3.197077 0.246 0.359 -0.428
C -1.314994 0.164939 -2.181953 -0.759 -0.258 -0.880
C -0.212669 -0.640344 -1.605508 -1.778 -3.102 0.232
C 1.116990 -0.059088 -1.461159 1.783 0.471 -0.417
C 2.126991 -0.664597 -0.684566 -0.065 -0.285 -0.089
C 3.466767 -0.405063 -0.946147 0.071 0.126 0.077
F 4.427968 -1.071602 -0.224800 -0.756 0.523 -0.540
C 3.873207 0.503381 -1.920626 -0.100 0.069 0.141
C 2.857979 1.233913 -2.528913 -0.268 0.670 0.127
F 3.202875 2.240554 -3.402969 -0.185 -0.908 0.699
C 1.506371 1.036193 -2.267635 0.432 -0.438 -0.379
C -1.526267 1.521357 -1.869602 0.277 -0.199 0.244
H -3.672375 2.403278 -4.411193 0.239 -0.071 0.102
H -2.088513 -1.467864 -3.397581 0.172 0.161 -0.207
H -0.121475 -1.599574 -2.375614 0.604 0.996 -0.740
H 1.846386 -1.385655 0.075667 0.246 -0.023 -0.321
H 4.917419 0.693942 -2.153809 -0.207 -0.086 0.109
H 0.773362 1.667804 -2.759073 0.186 -0.229 -0.152
H -0.996344 1.964530 -1.023504 -0.158 -0.101 -0.553
C 0.819843 0.234174 5.251253 0.151 -0.511 0.310
C 0.470062 0.635518 3.868615 -0.901 0.844 -0.873
C -0.709529 1.219592 3.435598 0.751 -0.591 0.127
C -0.627155 1.757556 2.123240 1.262 -0.235 -0.582
C 0.646141 1.631546 1.534978 -0.942 -0.054 2.527
B -0.554523 -2.384186 -1.216582 -0.743 3.769 2.340
C 1.270053 2.625175 0.681524 0.332 0.530 -1.097
C 0.441553 3.533217 -0.005682 0.386 -0.214 -0.189
C 0.960210 4.412339 -0.947469 0.299 0.040 0.296
C 2.343655 4.497749 -1.122495 -0.307 -1.013 0.587
Cl 2.990520 5.621383 -2.246035 0.183 0.209 -0.276
C 3.195579 3.645322 -0.403229 -0.362 0.419 -0.145
C 2.667638 2.742846 0.514645 -0.510 -0.186 -0.275
O 0.350797 -2.934573 -0.351000 -0.060 -0.078 -0.639
C -0.452681 -3.320749 0.784903 -0.560 -1.048 0.208
C -0.381711 -4.841110 0.886151 -0.096 -0.233 0.023
C 0.128699 -2.742566 2.062150 0.162 0.439 0.122
C -1.915408 -2.803660 0.412018 0.058 -0.072 0.628
C -3.054175 -3.708291 0.831103 -0.022 -0.394 0.262
C -2.186321 -1.405417 0.960019 -0.268 0.320 -0.071
O -1.893962 -2.745922 -1.041169 1.280 0.151 -0.545
S 1.666621 0.667948 2.618304 -0.626 0.768 -0.107
H 0.035150 0.534603 5.953050 0.116 -0.012 -0.183
H 0.949855 -0.850777 5.345890 0.092 0.149 0.056
H 1.756448 0.729997 5.535132 -0.206 -0.216 0.126
H -1.576551 1.315049 4.086014 0.149 -0.023 -0.194
H -1.439356 2.304053 1.651036 0.193 -0.001 0.200
H -0.631657 3.518038 0.179405 0.301 0.086 -0.182
H 0.296888 5.021692 -1.548372 0.047 0.119 0.128
H 4.262255 3.686106 -0.607835 -0.145 0.035 0.212
H 3.338241 2.093991 1.080689 -0.160 0.157 -0.245
H -0.923645 -5.192814 1.773834 0.085 0.040 -0.217
H -0.800859 -5.329165 -0.002286 0.113 0.119 0.172
H 0.665659 -5.143728 0.994957 -0.171 0.075 -0.097
H -0.543054 -2.989429 2.891351 0.099 0.086 -0.042
H 1.106471 -3.190978 2.279855 -0.211 -0.021 -0.143
H 0.280480 -1.654087 2.040897 -0.247 -0.320 -0.125
H -3.145686 -3.736107 1.927533 0.087 0.043 -0.271
H -3.995680 -3.320136 0.432357 0.164 -0.036 -0.009
H -2.911682 -4.733514 0.482618 -0.107 0.160 -0.048
H -2.237436 -1.436252 2.055327 0.050 0.053 -0.222
H -1.429838 -0.672200 0.654819 -0.153 -0.222 0.146
H -3.165705 -1.064363 0.584317 0.355 -0.104 0.099
```
Positions in Å, forces in eV/Å.

Calculated values
largest force on an atom	0.08747	hartree/bohr
HOMO energy	-0.289	Eh
total charge	0
electronic energy	-2593.14886	Ha
ΔE to the lowest compared entry with this formula, charge and spin	0.000	eV
frontier orbital gap	7.508	eV

natural (NBO) population analysis, charges in e, atoms 1 to 6: -0.34, 0.41, -0.38, 0.44, -0.33, -0.31